#one
C3H7N2 | the ωB97M-V functional and the def2-TZVPD basis

Computed properties:
**Frontier orbital gap**: 10.6 eV
**Spin multiplicity**: 1
**Net charge**: +1
**LUMO**: -4.13 eV
**HOMO**: -14.72 eV

Geometry as XYZ:
```
12
C3H7N2 the ωB97M-V functional and the def2-TZVPD basis
N 0.307 0.880 -0.001
N -1.811 -0.823 0.013
C 1.374 0.243 0.071
C 2.340 -0.581 -0.035
C -1.535 0.513 -0.046
H 3.077 -0.772 -0.791
H 2.530 -1.228 0.836
H 0.314 1.961 0.266
H -1.633 1.094 -1.016
H -1.821 -1.189 -0.887
H -1.467 -1.282 0.827
H -1.675 1.184 0.764
```

=====

#two
C3H7N2 | the ωB97M-V functional and the def2-TZVPD basis

Computed properties:
**SMILES string**: NC1([NH3+])C=C1
**Frontier orbital gap**: 11.2 eV
**Spin multiplicity**: 1
**Net charge**: +1
**LUMO**: -3.72 eV
**HOMO**: -14.90 eV

Geometry as XYZ:
```
12
C3H7N2 the ωB97M-V functional and the def2-TZVPD basis
N -0.559 -1.029 0.801
N 1.393 0.727 0.902
C -0.230 -0.204 -1.485
C 0.130 0.032 -0.065
C -0.794 0.821 -0.895
H -0.679 -0.441 1.647
H 2.117 0.526 0.222
H -0.041 -1.910 1.024
H -1.450 -1.257 0.222
H 1.292 1.735 0.889
H -1.426 1.676 -0.989
H 0.247 -0.677 -2.273
```

=====

How far above the most stable structure does each one sit? In eV: #one 0.000; #two 1.214.

=====

#one
C3H7N2 | the ωB97M-V functional and the def2-TZVPD basis

Computed properties:
**Frontier orbital gap (spin up / spin down)**: 8.0 / 8.0 eV
**Spin multiplicity**: 1
**Net charge**: +1
**LUMO (spin up / spin down)**: -6.96 / -6.96 eV
**HOMO (spin up / spin down)**: -15.01 / -15.00 eV

Geometry as XYZ:
```
12
C3H7N2 the ωB97M-V functional and the def2-TZVPD basis
N -1.029 0.299 -1.778
N -0.556 1.926 -0.226
C -0.340 0.837 -0.779
C 0.739 0.038 -0.015
C 0.290 -0.792 1.029
H 0.017 2.501 0.438
H -1.769 0.718 -2.343
H 0.668 -1.797 0.790
H -0.845 -0.767 1.033
H 0.638 -0.752 2.079
H 1.787 0.383 -0.121
H -1.114 -0.725 -1.833
```

=====

#two
C3H7N2 | the ωB97M-V functional and the def2-TZVPD basis

Computed properties:
**Frontier orbital gap**: 8.6 eV
**Spin multiplicity**: 1
**Net charge**: +1
**LUMO**: -4.82 eV
**HOMO**: -13.45 eV

Geometry as XYZ:
```
12
C3H7N2 the ωB97M-V functional and the def2-TZVPD basis
N -0.097 -0.593 0.165
N 0.121 1.484 -0.983
C -0.290 0.231 -0.961
C -0.332 -0.402 1.593
C 0.806 -1.380 -0.216
H 0.127 1.915 -1.929
H 0.233 2.076 -0.158
H -0.066 -1.469 2.072
H 0.876 -1.811 -1.261
H -1.348 -0.054 1.604
H -0.452 -0.393 -1.922
H 0.421 0.397 1.996
```

=====

#three
C3H7N2 | the ωB97M-V functional and the def2-TZVPD basis

Computed properties:
**Frontier orbital gap (spin up / spin down)**: 6.5 / 6.4 eV
**Spin multiplicity**: 1
**Net charge**: +1
**LUMO (spin up / spin down)**: -7.22 / -7.22 eV
**HOMO (spin up / spin down)**: -13.67 / -13.67 eV

Geometry as XYZ:
```
12
C3H7N2 the ωB97M-V functional and the def2-TZVPD basis
N -0.109 0.119 0.127
N 3.369 -0.119 -1.081
C -1.097 -0.259 0.798
C 2.924 0.196 0.024
C -2.516 0.124 0.599
H -0.233 0.776 -0.636
H -2.648 0.760 -0.274
H -2.862 0.647 1.491
H 2.804 -0.442 -1.879
H 4.380 -0.082 -1.288
H -0.895 -0.943 1.620
H -3.117 -0.779 0.500
```

=====

#four
C3H7N2 | the ωB97M-V functional and the def2-TZVPD basis

Computed properties:
**Frontier orbital gap**: 11.0 eV
**Spin multiplicity**: 1
**Net charge**: +1
**LUMO**: -4.22 eV
**HOMO**: -15.22 eV

Geometry as XYZ:
```
12
C3H7N2 the ωB97M-V functional and the def2-TZVPD basis
N 1.702 0.054 -0.022
N -0.305 0.135 0.172
C 0.740 0.980 0.029
C -1.690 0.174 0.017
C 0.658 -0.926 0.138
H -1.870 1.208 -0.388
H 0.610 -1.542 -0.669
H -1.857 -0.665 -0.792
H 0.802 -1.584 1.055
H 2.642 0.129 -0.117
H -2.380 0.042 0.921
H 0.949 1.995 -0.344
```

=====

How far above the most stable structure does each one sit? In eV: #one 0.980; #two 2.218; #three 2.561; #four 0.000.

=====

#one
C3H7N2 | the ωB97M-V functional and the def2-TZVPD basis

Computed properties:
**Frontier orbital gap**: 9.5 eV
**Spin multiplicity**: 1
**Net charge**: +1
**LUMO**: -5.42 eV
**HOMO**: -14.92 eV

Geometry as XYZ:
```
12
C3H7N2 the ωB97M-V functional and the def2-TZVPD basis
N 0.389 -1.024 0.208
N -0.548 0.707 -0.718
C -0.570 0.093 0.690
C 0.073 1.395 0.414
C 0.273 -0.384 -1.121
H -0.079 -1.982 0.530
H -2.289 -0.359 1.300
H -0.528 2.118 0.882
H 1.138 -0.111 -1.632
H -0.352 -1.017 -1.849
H 1.326 -0.936 0.665
H 1.168 1.498 0.631
```

=====

#two
C3H7N2 | the ωB97M-V functional and the def2-TZVPD basis

Computed properties:
**Frontier orbital gap**: 9.8 eV
**Spin multiplicity**: 1
**Net charge**: +1
**LUMO**: -5.63 eV
**HOMO**: -15.44 eV

Geometry as XYZ:
```
12
C3H7N2 the ωB97M-V functional and the def2-TZVPD basis
N -0.252 0.453 -2.241
N 0.266 0.387 1.216
C -0.135 -0.633 -0.594
C 0.736 0.119 -1.476
C -1.309 -0.002 -1.265
H -0.016 -1.754 -0.532
H 0.160 1.227 0.650
H -0.444 0.570 1.981
H 1.160 0.369 1.560
H -1.713 0.950 -0.775
H 1.711 0.433 -1.669
H -2.117 -0.686 -1.550
```

=====

#three
C3H7N2 | the ωB97M-V functional and the def2-TZVPD basis

Computed properties:
**Frontier orbital gap (spin up / spin down)**: 8.9 / 3.5 eV
**Spin multiplicity**: 1
**Net charge**: +1
**LUMO (spin up / spin down)**: -5.87 / -8.78 eV
**HOMO (spin up / spin down)**: -14.77 / -12.24 eV

Geometry as XYZ:
```
12
C3H7N2 the ωB97M-V functional and the def2-TZVPD basis
N -1.619 -0.618 2.091
N -0.362 -0.077 0.602
C -1.059 -1.112 0.980
C 1.608 -0.094 -2.569
C -0.903 0.690 1.754
H 1.100 -0.345 -3.593
H -1.358 1.651 1.491
H -0.154 0.933 2.628
H 2.419 0.714 -2.372
H 1.533 -0.724 -1.615
H -0.966 -2.044 0.594
H -2.074 -0.896 2.883
```

=====

How far above the most stable structure does each one sit? In eV: #one 2.877; #two 0.000; #three 2.991.

=====

#one
C2H3NOPS | the ωB97M-V functional and the def2-TZVPD basis

Computed properties:
**SMILES string**: CC#[N+]p1os1
**Frontier orbital gap**: 9.1 eV
**Spin multiplicity**: 1
**Net charge**: +1
**LUMO**: -5.29 eV
**HOMO**: -14.38 eV

Geometry as XYZ:
```
9
C2H3NOPS the ωB97M-V functional and the def2-TZVPD basis
S -4.764 -1.969 -0.540
P -4.270 -1.319 1.339
O -4.332 -2.899 0.939
N -2.365 -0.417 0.974
C -0.047 0.222 -0.001
C -1.295 -0.171 0.594
H 0.216 -0.523 -0.694
H 0.092 1.305 -0.099
H 0.451 -0.042 0.884
```

=====

#two
C2H3NOPS | the ωB97M-V functional and the def2-TZVPD basis

Computed properties:
**Frontier orbital gap (spin up / spin down)**: 7.0 / 7.0 eV
**Spin multiplicity**: 1
**Net charge**: +1
**LUMO (spin up / spin down)**: -7.40 / -7.40 eV
**HOMO (spin up / spin down)**: -14.42 / -14.42 eV

Geometry as XYZ:
```
9
C2H3NOPS the ωB97M-V functional and the def2-TZVPD basis
S -2.350 -2.239 -0.648
P -2.061 -0.371 -0.637
O 2.191 0.648 -2.034
N 1.396 0.546 -1.153
C 0.153 0.296 1.000
C 0.482 0.331 -0.434
H -0.973 0.391 1.336
H 0.484 -0.767 1.332
H 0.678 1.166 1.238
```

=====

How far above the most stable structure does each one sit? In eV: #one 0.000; #two 2.673.

=====

#one
C2H6N6 | the ωB97M-V functional and the def2-TZVPD basis

Computed properties:
**SMILES string**: N/N=c1\nc(N)[nH][nH]1
**Frontier orbital gap**: 8.0 eV
**Spin multiplicity**: 1
**Net charge**: 0
**LUMO**: 0.32 eV
**HOMO**: -7.67 eV

Geometry as XYZ:
```
14
C2H6N6 the ωB97M-V functional and the def2-TZVPD basis
N -1.189 0.945 0.109
N 0.040 -0.892 -0.326
N 2.894 -0.781 0.057
N 2.208 0.444 -0.449
N 0.163 1.536 -0.225
N -2.530 -0.694 -0.198
C 0.971 0.341 -0.312
C -1.178 -0.273 -0.088
H -2.748 -1.725 -0.613
H -3.195 -0.539 0.830
H 3.739 -0.350 0.715
H 2.248 -1.630 0.340
H 0.485 2.107 0.586
H -1.908 1.511 -0.425
```

=====

#two
C2H6N6 | the ωB97M-V functional and the def2-TZVPD basis

Computed properties:
**SMILES string**: N/N=c1/cn[nH]n1N
**Frontier orbital gap**: 7.7 eV
**Spin multiplicity**: 1
**Net charge**: 0
**LUMO**: 0.31 eV
**HOMO**: -7.37 eV

Geometry as XYZ:
```
14
C2H6N6 the ωB97M-V functional and the def2-TZVPD basis
N -0.447 -1.436 -0.360
N 1.808 -0.405 -0.630
N 2.245 0.791 -0.330
N 0.299 -0.301 -0.495
N -1.192 1.111 0.934
N -2.236 0.407 0.470
C -0.016 0.725 0.433
C 1.304 1.347 0.479
H -2.937 0.313 1.172
H -0.050 -2.046 0.577
H -0.204 -1.842 -1.341
H -1.966 -0.552 -0.038
H 1.489 2.319 0.875
H 1.903 -0.431 -1.745
```

=====

#three
C2H6N6 | the ωB97M-V functional and the def2-TZVPD basis

Computed properties:
**Frontier orbital gap**: 8.3 eV
**Spin multiplicity**: 1
**Net charge**: 0
**LUMO**: 0.69 eV
**HOMO**: -7.56 eV

Geometry as XYZ:
```
14
C2H6N6 the ωB97M-V functional and the def2-TZVPD basis
N 1.551 0.953 -0.025
N -2.303 -0.455 -0.116
N 0.181 0.682 0.009
N 1.180 -1.258 -0.156
N -0.984 1.664 -0.051
N -1.113 -1.238 -0.060
C -0.013 -0.625 -0.012
C 2.062 -0.142 0.159
H 3.161 -0.049 0.101
H -0.542 2.354 -0.750
H -2.919 -0.821 0.984
H -0.867 2.298 0.769
H 1.280 -2.092 0.400
H -1.996 0.464 0.403
```

=====

How far above the most stable structure does each one sit? In eV: #one 0.000; #two 0.570; #three 0.859.

=====

#one
C3H9N2 | the ωB97M-V functional and the def2-TZVPD basis

Computed properties:
**SMILES string**: C/C([NH3+])=C\N
**Frontier orbital gap**: 9.0 eV
**Spin multiplicity**: 1
**Net charge**: +1
**LUMO**: -3.79 eV
**HOMO**: -12.82 eV

Geometry as XYZ:
```
14
C3H9N2 the ωB97M-V functional and the def2-TZVPD basis
N -0.823 0.003 1.407
N 0.709 1.720 -1.457
C -0.070 -0.297 0.042
C 0.555 -1.638 -0.087
C -0.125 0.845 -0.698
H 1.698 -1.494 0.044
H 0.281 -2.260 0.742
H -1.625 -0.612 1.623
H 0.279 2.545 -1.764
H -1.180 1.022 1.686
H 1.324 1.269 -2.095
H 0.160 -2.155 -0.985
H -0.051 -0.101 2.143
H -1.133 1.153 -0.602
```

=====

#two
C3H9N2 | the ωB97M-V functional and the def2-TZVPD basis

Computed properties:
**Frontier orbital gap**: 11.1 eV
**Spin multiplicity**: 1
**Net charge**: +1
**LUMO**: -3.31 eV
**HOMO**: -14.38 eV

Geometry as XYZ:
```
14
C3H9N2 the ωB97M-V functional and the def2-TZVPD basis
N -0.403 -0.607 0.408
N -0.152 2.189 0.630
C -0.819 -1.923 -0.178
C 0.037 -2.519 -1.030
C 0.963 2.650 0.156
H 1.355 2.234 -0.774
H -0.551 0.216 -0.151
H -0.276 -3.412 -1.518
H -1.825 -2.140 0.046
H 1.022 -2.085 -1.288
H 0.621 -0.596 0.653
H -0.902 -0.396 1.271
H 1.545 3.445 0.628
H -0.615 2.944 1.145
```

=====

#three
C3H9N2 | the ωB97M-V functional and the def2-TZVPD basis

Computed properties:
**SMILES string**: C=C[NH2+]CN
**Frontier orbital gap**: 11.1 eV
**Spin multiplicity**: 1
**Net charge**: +1
**LUMO**: -3.34 eV
**HOMO**: -14.45 eV

Geometry as XYZ:
```
14
C3H9N2 the ωB97M-V functional and the def2-TZVPD basis
N 0.072 0.073 0.971
N -2.106 0.174 -0.642
C -1.209 -0.653 -0.002
C 1.289 0.529 0.241
C 2.163 -0.119 -0.578
H 2.248 -1.184 -0.698
H 2.911 0.522 -0.991
H -0.314 0.878 1.425
H -1.935 0.454 -1.591
H 0.498 -0.647 1.697
H -2.923 0.719 -0.209
H -0.489 -1.089 -0.631
H 1.388 1.675 0.270
H -1.594 -1.330 0.739
```

=====

How far above the most stable structure does each one sit? In eV: #one 0.672; #two 0.129; #three 0.000.

=====

#one
C3H9N2 | the ωB97M-V functional and the def2-TZVPD basis

Computed properties:
**Frontier orbital gap**: 3.3 eV
**Spin multiplicity**: 1
**Net charge**: +1
**LUMO**: -8.91 eV
**HOMO**: -12.19 eV

Geometry as XYZ:
```
14
C3H9N2 the ωB97M-V functional and the def2-TZVPD basis
N 3.060 -0.510 -1.270
N 2.097 -0.104 2.293
C 2.690 0.279 -2.225
C 2.928 -0.866 2.987
C 1.816 1.383 -2.138
H 2.634 -0.200 -0.381
H 3.060 0.076 -3.225
H -49.492 -0.537 0.463
H 3.352 -0.963 1.510
H 1.385 1.661 -1.181
H 3.726 -0.368 3.550
H 2.646 -1.892 3.266
H -49.527 -0.439 -0.268
H 1.597 1.971 -3.020
```

=====

#two
C3H9N2 | the ωB97M-V functional and the def2-TZVPD basis

Computed properties:
**SMILES string**: C/C([NH3+])=C\N
**Frontier orbital gap**: 8.8 eV
**Spin multiplicity**: 1
**Net charge**: +1
**LUMO**: -3.64 eV
**HOMO**: -12.48 eV

Geometry as XYZ:
```
14
C3H9N2 the ωB97M-V functional and the def2-TZVPD basis
N -0.060 -1.142 1.292
N 1.389 1.296 -0.937
C -0.210 -0.083 0.250
C 0.891 0.759 0.172
C -1.287 -0.151 -0.767
H -0.953 -1.625 1.405
H -1.026 -0.162 -1.826
H 0.206 -0.850 2.240
H 0.674 -1.796 1.017
H -1.627 -1.198 -0.706
H -2.226 0.397 -0.628
H 2.155 1.945 -0.835
H 0.836 1.394 -1.771
H 1.238 1.216 1.093
```

=====

#three
C3H9N2 | the ωB97M-V functional and the def2-TZVPD basis

Computed properties:
**Frontier orbital gap (spin up / spin down)**: 8.8 / 8.8 eV
**Spin multiplicity**: 1
**Net charge**: +1
**LUMO (spin up / spin down)**: -4.57 / -4.57 eV
**HOMO (spin up / spin down)**: -13.32 / -13.33 eV

Geometry as XYZ:
```
14
C3H9N2 the ωB97M-V functional and the def2-TZVPD basis
N -0.322 0.761 -0.823
N 0.828 0.299 0.828
C -0.204 -0.372 0.094
C 0.463 1.554 0.261
C -0.147 -1.811 -0.316
H -0.314 2.074 1.013
H 1.290 2.146 -0.103
H -0.968 -2.108 -0.885
H 0.514 0.793 -1.566
H 0.022 -2.403 0.554
H 1.038 -0.089 1.749
H -1.719 0.105 1.327
H 0.772 -1.958 -0.962
H -1.251 1.011 -1.170
```

=====

How far above the most stable structure does each one sit? In eV: #one 9.240; #two 0.000; #three 3.732.

=====

#one
C3H9N2 | the ωB97M-V functional and the def2-TZVPD basis

Computed properties:
**Frontier orbital gap**: 6.0 eV
**Spin multiplicity**: 1
**Net charge**: +1
**LUMO**: -8.56 eV
**HOMO**: -14.57 eV

Geometry as XYZ:
```
14
C3H9N2 the ωB97M-V functional and the def2-TZVPD basis
N 2.466 -0.231 1.291
N -2.227 -0.323 -0.937
C -0.997 -0.116 -0.361
C -0.121 -0.937 0.216
C -0.289 1.187 -0.630
H -2.355 -1.152 -1.495
H -0.446 -1.770 0.862
H -0.251 1.666 0.367
H -0.804 2.010 -1.155
H 1.467 -0.504 1.118
H 0.698 1.105 -1.053
H 2.979 -0.689 2.040
H -3.045 0.199 -0.673
H 2.925 -0.446 0.410
```

=====

#two
C3H9N2 | the ωB97M-V functional and the def2-TZVPD basis

Computed properties:
**SMILES string**: CC/[NH+]=C/N
**Frontier orbital gap**: 11.6 eV
**Spin multiplicity**: 1
**Net charge**: +1
**LUMO**: -3.75 eV
**HOMO**: -15.38 eV

Geometry as XYZ:
```
14
C3H9N2 the ωB97M-V functional and the def2-TZVPD basis
N -2.281 0.687 -0.294
N 0.051 0.437 -0.055
C 1.881 -1.015 0.800
C -1.162 -0.012 -0.216
C 1.429 -0.052 -0.299
H 1.578 -0.567 -1.233
H -2.549 1.616 -0.001
H 2.052 0.847 -0.265
H -1.325 -1.059 -0.456
H 1.757 -2.091 0.646
H -3.082 0.183 -0.646
H 1.459 -0.779 1.778
H -0.115 1.430 0.118
H 2.949 -0.834 0.932
```

=====

#three
C3H9N2 | the ωB97M-V functional and the def2-TZVPD basis

Computed properties:
**SMILES string**: CN1C[C@H]1[NH3+]
**Frontier orbital gap**: 10.1 eV
**Spin multiplicity**: 1
**Net charge**: +1
**LUMO**: -3.88 eV
**HOMO**: -14.01 eV

Geometry as XYZ:
```
14
C3H9N2 the ωB97M-V functional and the def2-TZVPD basis
N 0.702 1.649 0.394
N -0.387 -0.510 0.360
C -1.208 0.275 -0.582
C -0.055 -1.868 0.291
C 0.258 0.545 -0.434
H -0.636 -2.517 0.889
H -1.940 0.853 -0.047
H -1.650 -0.161 -1.587
H 0.807 0.376 -1.358
H -0.117 -2.197 -0.758
H 1.750 1.607 0.239
H 0.499 2.690 0.176
H 1.016 -2.062 0.535
H 0.498 1.447 1.461
```

=====

How far above the most stable structure does each one sit? In eV: #one 6.202; #two 0.000; #three 2.118.